The following is a DFT calculation (the ωB97M-V functional and the def2-TZVPD basis) of a molecular structure, C28H54AlFN3O6.

```
93
Properties=species:S:1:pos:R:3:forces:R:3:lowdin_spin:R:1
C -0.860737 3.791110 -6.410533 0.24 -0.75 1.29 0.000
C 0.329292 2.750570 -6.610459 2.07 -0.14 -3.35 0.000
O 0.871230 2.722607 -7.752157 -1.73 0.06 4.05 0.000
O 0.856239 1.889112 -5.626762 -2.30 1.75 -1.22 0.000
C -0.132156 1.508170 -4.627429 -0.67 -0.20 1.34 0.000
C -1.325335 0.579459 -5.237079 1.06 0.36 1.09 0.000
C -1.547472 -0.631366 -4.209250 -0.55 -1.15 -1.05 0.000
C -2.726386 -0.425038 -3.147810 0.45 -0.19 0.65 0.000
C -2.822409 1.025664 -2.478522 -1.29 0.23 0.90 0.000
C -2.275113 1.126610 -0.965709 -0.70 0.78 -0.27 0.000
Al -0.463658 0.243938 -0.622735 -0.28 0.76 0.62 0.000
C -0.672273 -1.323727 0.733166 -3.86 0.34 -0.98 0.000
O -1.811493 -1.825735 0.915494 4.16 0.52 0.22 0.000
N 0.580827 -1.741898 1.458424 0.89 -2.67 -0.45 0.000
C 0.759695 -3.191986 1.460065 -1.71 -0.69 2.94 0.000
O 0.189823 -3.952732 2.252297 2.62 1.86 -3.20 0.000
F 1.677175 -3.700832 0.484492 -2.10 1.33 1.74 0.000
H -0.911483 4.142828 -5.313627 -0.07 -0.57 -1.73 0.000
H -0.664969 4.691703 -7.073378 -0.28 -1.46 0.69 0.000
H -1.836658 3.237412 -6.670684 1.48 1.06 0.35 0.000
H -0.549818 2.445722 -4.096776 0.60 -1.40 -0.94 0.000
H 0.446341 0.947119 -3.803092 -0.88 0.76 -1.52 0.000
H -2.285753 1.198841 -5.310820 1.32 -0.92 -0.15 0.000
H -0.969527 0.213822 -6.270592 -0.67 0.52 1.59 0.000
H -1.847976 -1.545756 -4.852508 0.40 1.28 0.98 0.000
H -0.560256 -0.949533 -3.707969 -1.61 0.84 -0.69 0.000
H -2.523536 -1.170421 -2.286930 -0.39 1.07 -1.27 0.000
H -3.750752 -0.731837 -3.582412 1.66 0.57 0.40 0.000
H -3.950276 1.283325 -2.424873 1.64 -0.24 -0.35 0.000
H -2.342428 1.873222 -3.067689 -0.53 -1.31 0.43 0.000
H -3.090189 0.805131 -0.209613 1.16 0.28 -1.23 0.000
H -2.125674 2.257484 -0.760010 -0.20 -1.60 -0.23 0.000
H 0.355530 -0.154997 -1.921213 0.08 -0.37 -0.21 0.000
H 0.448199 1.327708 0.158000 0.11 0.06 0.23 0.000
H 0.627219 -1.343276 2.409238 -0.26 -0.63 -0.59 0.000
C -5.257519 5.836831 2.715379 -0.19 0.41 0.10 0.001
C -4.203067 5.359925 1.681714 -1.26 -0.90 1.47 0.024
C -2.835322 5.130685 2.363785 0.33 0.20 -0.18 0.014
C -2.095543 6.418732 2.693767 -0.03 0.00 0.07 0.001
C -1.950744 7.279171 1.445278 0.05 -0.35 0.04 0.012
C -3.302211 7.565555 0.757222 -0.06 2.04 0.32 0.023
N -4.122988 6.327530 0.542685 3.05 -2.04 -1.99 0.316
O -3.578189 5.665236 -0.511961 -1.50 1.27 1.44 0.604
C -4.078486 8.598855 1.610608 -0.17 -0.01 0.32 0.001
C -3.032844 8.325785 -0.566980 -0.05 -0.64 -0.32 -0.001
C -4.738666 3.964206 1.261041 0.38 0.19 -0.78 -0.001
H -5.016570 5.478419 3.719869 0.04 -0.09 -0.14 0.000
H -5.376631 6.912474 2.787480 0.18 0.05 -0.01 0.000
H -6.256114 5.463935 2.465168 0.20 -0.08 -0.08 0.000
H -2.194279 4.524515 1.713925 -0.17 0.06 -0.14 0.003
H -2.964205 4.545619 3.281434 -0.25 0.02 -0.20 0.001
H -2.616795 6.965438 3.489524 0.00 -0.01 -0.09 0.000
H -1.103400 6.177703 3.087326 -0.07 0.03 -0.01 0.001
H -1.459594 8.221341 1.714602 -0.24 0.05 -0.18 0.001
H -1.273720 6.774445 0.746149 -0.20 -0.03 -0.06 0.002
H -5.114034 8.697665 1.270267 0.09 -0.11 0.04 0.001
H -3.625246 9.591463 1.535201 0.11 -0.19 -0.19 0.000
H -4.076245 8.369519 2.676610 -0.09 -0.08 -0.08 0.000
H -2.368782 7.779690 -1.240560 -0.22 -0.13 0.10 -0.001
H -2.545414 9.286296 -0.372571 -0.12 -0.17 0.29 0.000
H -3.968117 8.534589 -1.097603 0.09 -0.11 0.07 0.000
H -5.688934 4.051001 0.724946 0.12 0.08 0.02 0.000
H -4.914848 3.339494 2.142218 0.06 0.34 0.09 0.000
H -4.039587 3.415582 0.624277 -0.06 0.19 0.02 -0.001
C 5.213659 -8.916889 0.796523 -0.18 0.07 -0.39 0.001
C 5.612196 -8.116195 2.064065 0.18 -1.91 -0.70 0.024
C 4.587533 -8.345672 3.198344 -0.21 0.31 0.13 0.014
C 3.278244 -7.596100 2.997873 -0.01 -0.05 -0.04 0.001
C 3.545978 -6.111394 2.790566 0.11 -0.20 0.21 0.013
C 4.534155 -5.838134 1.637487 -1.37 1.04 -1.39 0.024
N 5.782864 -6.668733 1.727795 0.88 1.16 4.03 0.327
O 6.560675 -6.119222 2.698031 -0.81 -0.84 -2.11 0.590
C 3.803436 -6.088078 0.295233 -0.13 -0.25 -0.21 0.001
C 4.842353 -4.319272 1.599360 0.57 -0.15 0.39 -0.001
C 6.935660 -8.800831 2.502599 0.19 0.75 0.25 -0.001
H 4.629330 -9.803836 1.056565 0.11 0.05 0.10 0.000
H 4.633214 -8.362797 0.067431 -0.10 0.10 0.15 0.000
H 6.097663 -9.256464 0.246593 0.00 0.07 0.21 0.000
H 5.018539 -8.032040 4.156040 0.15 0.12 -0.15 0.003
H 4.375670 -9.416043 3.305193 0.25 0.06 -0.20 0.001
H 2.723264 -8.017137 2.150817 0.07 0.07 0.04 0.000
H 2.642648 -7.732274 3.878173 0.01 0.00 -0.08 0.001
H 2.596119 -5.599444 2.599928 0.22 0.08 -0.20 0.001
H 3.934596 -5.689542 3.725315 0.16 -0.02 -0.12 0.003
H 4.504801 -6.089459 -0.545355 0.01 -0.08 0.14 0.001
H 3.070238 -5.302992 0.092446 0.29 -0.08 0.26 0.000
H 3.230495 -7.016032 0.279908 0.13 -0.03 -0.01 0.000
H 5.243604 -3.945173 2.544132 0.13 -0.22 -0.10 -0.001
H 3.933657 -3.742597 1.405764 0.01 -0.38 -0.06 0.000
H 5.556048 -4.082940 0.802783 -0.05 -0.09 0.12 0.000
H 7.727374 -8.638063 1.764768 -0.12 0.07 0.06 0.000
H 6.791938 -9.881651 2.599128 -0.27 0.14 -0.17 0.000
H 7.296899 -8.445119 3.471150 -0.10 0.12 -0.17 -0.001
```
Positions in Å, forces in eV/Å.

Summary:
* ⟨S²⟩: 2.009
* spin multiplicity: 3
* total charge: -1
* frontier orbital gap (alpha / beta): 7.77 / 7.15 eV
* E_HOMO (alpha / beta): -5.549 / -5.549 eV